C17H21BN2O3 | the ωB97M-V functional and the def2-TZVPD basis

Each line ends with the Mulliken charge.
Atoms and positions in Å:
O1 -1.11992 -0.50549 -1.01436  -0.67
O2 -8.32702 -1.55024 -1.93198  -0.54
O3 -8.21466 0.87536 -2.10575  -0.58
B1 -7.64866 -0.36687 -1.70265  0.55
C1 -1.27457 -0.30439 0.17489  0.57
C2 -4.98451 -0.91863 -1.89135  -1.06
C3 -6.14973 -0.19493 0.17749  -0.74
C4 -3.79515 -0.84138 -1.20831  -0.01
C5 -4.91283 0.00158 0.74487  -0.67
C6 2.00522 0.10230 1.86885  -0.96
C7 1.55670 -0.10330 -0.41435  -0.63
C8 3.37887 0.24920 1.64920  -0.76
C9 2.91779 -0.02013 -0.70602  -0.91
C10 -6.17402 -0.51979 -1.09725  0.64
C11 -3.72420 -0.33088 0.05667  0.43
C12 1.06264 -0.04362 0.89810  0.62
C13 3.82211 0.14121 0.39715  0.80
N1 -2.55666 -0.21571 0.76284  -0.13
N2 -0.25758 -0.23081 1.15783  -0.14
C14 6.03274 -0.50692 1.31487  -1.48
C15 5.82276 0.26430 -1.07641  -1.82
C16 5.61334 1.93180 0.72072  -1.39
C17 5.33858 0.45911 0.34509  1.89
H1 -9.16795 -1.32586 -2.35691  0.29
H2 -9.12297 1.17641 -1.93211  0.30
H3 -5.07749 -1.53383 -2.79547  0.32
H4 -7.15199 0.01794 0.58073  0.28
H5 -2.89726 -1.18900 -1.65326  0.49
H6 -4.89367 0.36189 1.76522  0.29
H7 1.75613 0.08211 2.89615  0.28
H8 0.80944 -0.18544 -1.19387  0.58
H9 4.05934 0.43126 2.54751  0.22
H10 3.32665 -0.15509 -1.68329  0.35
H11 -2.54903 -0.09901 1.74767  0.16
H12 -0.55533 -0.19965 2.12393  0.18
H13 5.58034 -0.51978 2.32878  0.26
H14 7.07283 -0.33373 1.46905  0.44
H15 5.94192 -1.55485 0.98227  0.37
H16 5.24493 -0.53072 -1.58521  0.37
H17 5.51548 1.15021 -1.68161  0.36
H18 6.87374 0.17015 -1.26798  0.38
H19 6.66137 2.23655 0.54679  0.39
H20 4.99428 2.65000 0.23250  0.38
H21 5.16801 1.97869 1.80898  0.28

- molar mass (g mol⁻¹) = 312.178
- SMILES = CC(C)(C)c1ccc(NC(=O)Nc2ccc(B(O)O)cc2)cc1
- Kohn-Sham gap (eV) = 8.2
- net charge = 0
- DFT total energy (Eh) = -1020.54366
- ΔE to the lowest compared entry with this formula, charge and spin (kJ/mol) = 215.1
- HOMO (eV) = -7.919
- multiplicity = 1
- LUMO energy (hartree) = 0.0112

=====

C17H21Cl3IrO4 | the ωB97M-V functional and the def2-TZVPD basis

Each line ends with the Mulliken charge.
Atoms and positions in Å:
C1 -1.75892 -0.94427 -1.54449  2.62
C2 -0.91840 -1.13373 -2.76775  -0.73
C3 -0.61263 0.11189 -3.31468  1.46
C4 -0.54024 -2.44500 -3.32803  -1.74
C5 -1.35533 1.12262 -2.61366  0.82
C6 -2.10643 0.51778 -1.59893  -0.06
C7 -3.11522 1.15777 -0.75617  -1.86
C8 -2.80874 -1.94514 -1.24134  -1.85
C9 0.31356 0.35092 -4.44392  -1.89
C10 -1.29787 2.56958 -2.91073  -2.03
Ir1 -0.24581 -0.66950 -0.03897  1.13
Cl1 1.58375 -0.95417 -1.14628  -0.46
Cl2 -0.33897 -2.90090 0.49914  -0.60
Cl3 0.28335 1.63641 0.00665  -0.60
H1 -1.27934 -3.20438 -3.05746  0.40
H2 0.43316 -2.77516 -2.95650  0.22
H3 -0.48458 -2.38593 -4.42590  0.44
H4 1.22064 -0.26073 -4.34051  0.32
H5 0.60926 1.40427 -4.47981  0.42
H6 -0.15649 0.09662 -5.40350  0.28
H7 -0.25944 2.92808 -2.92988  0.38
H8 -1.83947 3.13613 -2.14613  0.34
H9 -1.75138 2.78675 -3.88709  0.35
H10 -2.95028 2.24135 -0.70206  0.40
H11 -3.00465 0.72400 0.26743  0.29
H12 -4.13314 0.98221 -1.13452  0.22
H13 -2.36824 -2.94280 -1.18593  0.46
H14 -3.56958 -1.92358 -2.03160  0.35
H15 -3.27029 -1.72268 -0.27987  0.39
O1 -1.90619 -0.27166 1.28142  -0.84
H16 -1.52047 0.29100 1.98008  0.14
O2 0.48988 1.21024 3.67730  -0.68
C11 1.68487 0.81006 4.12611  0.35
C12 2.14822 1.32635 5.35682  -0.66
C13 3.42731 1.01718 5.79759  -0.21
C14 4.25412 0.17520 5.03731  -0.58
C15 3.78122 -0.36732 3.83962  -0.39
C16 2.49575 -0.09139 3.37407  0.07
C17 2.02112 -0.74739 2.08498  0.75
O3 2.81360 -1.42531 1.44710  -0.67
O4 0.75757 -0.49786 1.80765  -0.63
H17 0.35291 0.69436 2.81574  0.43
H18 1.47792 1.97437 5.92229  0.36
H19 3.78205 1.43680 6.73792  0.33
H20 5.26320 -0.06516 5.37527  0.33
H21 4.39864 -1.02788 3.23125  0.41

- molar mass (g mol⁻¹) = 587.927
- Kohn-Sham gap (spin up / spin down) (eV) = 4.0 / 5.9
- net charge = -2
- DFT total energy (Eh) = -2446.21072
- ΔE to the lowest compared entry with this formula, charge and spin (kJ/mol) = 50.8
- HOMO (spin up / spin down) (eV) = 0.981 / -1.301
- multiplicity = 6
- ⟨S²⟩ = 8.79
- LUMO energy (spin up / spin down) (hartree) = 0.1845 / 0.1705

=====

C17H21F2N2O4P | the ωB97M-V functional and the def2-TZVPD basis

Each line ends with the Mulliken charge.
Atoms and positions in Å:
N1 -0.35379 -2.32406 5.72656  -0.57
C1 1.06019 -1.89771 5.64638  -0.91
C2 1.63354 -1.86545 4.15797  1.41
P1 2.81938 -3.20800 3.67734  0.58
O1 2.78473 -3.33931 2.21657  -0.69
O2 2.38128 -4.62365 4.31735  -0.55
O3 4.34338 -2.89138 4.09143  -0.54
C3 2.36758 -0.52013 3.96032  -1.19
C4 1.52598 0.06252 2.75243  -0.11
C5 0.28348 -0.79822 2.59268  0.18
O4 -0.71696 -0.54675 2.02833  -0.59
N2 0.47408 -2.01429 3.29481  -0.27
H1 -0.48452 -2.86283 6.57738  0.25
H2 -0.91545 -1.49451 5.87874  0.22
H3 1.09014 -0.87222 6.03078  0.35
H4 1.63590 -2.52297 6.33513  0.41
H5 1.55796 -4.88504 3.87878  0.40
H6 4.68071 -2.38242 3.33856  0.37
H7 2.46430 0.11714 4.83655  0.32
H8 3.36907 -0.54804 3.52888  0.21
H9 1.38602 1.13871 2.83870  0.36
H10 2.15575 -0.16009 1.88742  0.07
H11 0.40726 -2.85200 2.73428  0.32
F1 2.15508 -0.25369 -0.59836  -0.27
C6 1.22784 -0.19952 -1.57832  0.44
C7 -0.04748 -0.66259 -1.32521  -0.02
C8 -0.99906 -0.60065 -2.33275  -0.68
C9 -0.66208 -0.08800 -3.57939  -0.45
C10 0.62734 0.36846 -3.81649  -0.53
C11 1.58016 0.31852 -2.80846  -0.46
H12 -0.28937 -1.06469 -0.35053  0.25
H13 -2.00482 -0.95304 -2.14521  0.37
H14 -1.40183 -0.04552 -4.36189  0.53
H15 0.89242 0.76422 -4.78865  0.38
H16 2.58840 0.67728 -2.97157  0.42
F2 -2.54235 1.08021 -5.76963  -0.33
C12 -2.92248 2.33500 -5.45419  0.37
C13 -4.23321 2.56955 -5.09063  -0.47
C14 -4.62078 3.86019 -4.76163  -0.36
C15 -3.69842 4.89686 -4.80984  -0.47
C16 -2.38548 4.64280 -5.18204  -0.38
C17 -1.99080 3.35208 -5.50208  -0.22
H17 -4.93858 1.74907 -5.06666  0.41
H18 -5.64328 4.05723 -4.46781  0.35
H19 -4.00421 5.90373 -4.55649  0.37
H20 -1.66713 5.45089 -5.22334  0.35
H21 -0.96991 3.13234 -5.78621  0.38

- molar mass (g mol⁻¹) = 386.335
- SMILES = NC[C@]1(P(=O)(O)O)CCC(=O)N1.Fc1ccccc1.Fc1ccccc1
- Kohn-Sham gap (eV) = 9.4
- net charge = 0
- DFT total energy (Eh) = -1612.01855
- HOMO (eV) = -8.957
- multiplicity = 1
- LUMO energy (hartree) = 0.0148

=====

C17H21FeN2O4 | the ωB97M-V functional and the def2-TZVPD basis

Each line ends with the Mulliken charge.
Atoms and positions in Å:
C1 1.04616 2.07713 -2.28114  -0.78
O1 0.20952 1.50961 -1.19034  -0.40
C2 0.77010 1.00397 -0.04686  0.52
C3 1.99952 0.37964 -0.01722  -1.03
C4 2.18151 -0.77120 0.91598  0.35
C5 1.31958 -0.93109 2.25003  0.35
C6 0.24968 0.16195 2.19806  -1.17
C7 -0.05505 0.96623 1.14095  -0.62
Fe1 -0.72286 -0.95743 -2.63899  0.19
C8 -0.06427 -2.14635 -1.51602  0.37
O2 0.11889 -3.04357 -0.79707  -0.40
C9 -0.54694 -1.87169 -4.13165  0.30
O3 -0.73806 -2.25426 -5.21464  -0.32
C10 -2.39820 -1.37629 -2.36569  0.22
O4 -3.48328 -1.56054 -2.01536  -0.31
H1 1.15994 1.32151 -3.07545  0.30
H2 0.52028 2.95152 -2.66084  0.28
H3 2.06746 2.34485 -1.96970  0.36
H4 2.73504 0.62792 -0.79690  0.25
H5 2.18116 -1.71504 0.32989  0.31
H6 3.16520 -0.59614 1.33772  0.13
H7 0.64589 -1.85217 2.24531  0.11
H8 -0.31957 0.31353 3.12556  0.42
H9 -0.90792 1.65103 1.13100  0.43
C11 4.73924 -1.05485 3.99209  -0.62
C12 3.30499 -0.54944 4.14013  -0.72
N1 2.30877 -1.39650 3.33381  0.12
C13 2.65931 -2.70726 3.32449  0.63
C14 1.76731 -3.73611 2.75921  -0.39
C15 2.55205 -5.03403 2.87378  -0.62
C16 3.87757 -4.70496 3.58436  -0.66
N2 3.84522 -3.23984 3.65940  0.07
C17 4.91719 -2.52193 4.31917  -0.52
H10 5.02886 -0.85729 2.95796  0.26
H11 5.41332 -0.47166 4.62608  0.40
H12 3.08456 -0.53833 5.22335  0.35
H13 3.17605 0.46957 3.77278  0.44
H14 0.82846 -3.77473 3.30698  0.41
H15 1.47747 -3.52891 1.72396  0.03
H16 1.98278 -5.76970 3.45606  0.28
H17 2.72493 -5.44947 1.86753  0.33
H18 3.88591 -5.13479 4.60434  0.32
H19 4.73910 -5.05624 2.99806  0.36
H20 5.89042 -2.90958 3.96435  0.36
H21 4.83828 -2.68804 5.41111  0.33

- molar mass (g mol⁻¹) = 373.210
- Kohn-Sham gap (spin up / spin down) (eV) = 6.0 / 6.7
- net charge = +1
- DFT total energy (Eh) = -2334.11561
- ΔE to the lowest compared entry with this formula, charge and spin (kJ/mol) = 54.9
- HOMO (spin up / spin down) (eV) = -8.638 / -11.161
- multiplicity = 5
- ⟨S²⟩ = 6.08
- LUMO energy (spin up / spin down) (hartree) = -0.0983 / -0.1645

=====

C17H21GaN8O | the ωB97M-V functional and the def2-TZVPD basis

Each line ends with the Mulliken charge.
Atoms and positions in Å:
Ga1 0.25701 -0.29140 -1.45101  -0.77
O1 -0.07792 1.37973 -0.92280  -0.29
C1 -1.32447 1.91186 -0.84253  0.35
C2 -1.39256 3.24104 -0.42845  -0.51
C3 -2.60777 3.86597 -0.25257  -0.48
C4 -3.79666 3.17484 -0.48330  -0.83
C5 -3.74220 1.86983 -0.90531  -1.08
C6 -2.51626 1.20831 -1.10516  1.00
C7 -2.53235 -0.14783 -1.63052  0.81
N1 -1.47403 -0.95809 -1.83014  0.29
C8 -1.92226 -2.11809 -2.45317  -0.20
C9 -3.25676 -2.01944 -2.60567  -0.64
N2 -3.61532 -0.79316 -2.08819  -0.08
H1 -0.46123 3.75888 -0.24443  0.51
H2 -2.63580 4.89724 0.07226  0.42
H3 -4.75062 3.65927 -0.33398  0.44
H4 -4.67606 1.34852 -1.07330  0.33
H5 -1.25935 -2.92019 -2.72492  0.45
H6 -3.98056 -2.69322 -3.02778  0.44
H7 -4.54813 -0.41272 -2.09786  0.17
N3 2.89683 -0.22571 -4.49556  -0.03
C10 2.95435 -1.57736 -4.25045  -0.53
C11 2.10453 -1.80743 -3.22296  -0.16
N4 1.53500 -0.59957 -2.85174  0.14
C12 2.04352 0.33760 -3.64668  -0.12
H8 3.42253 0.27257 -5.19973  0.23
H9 3.58681 -2.23860 -4.81525  0.42
H10 1.87749 -2.73137 -2.72070  0.46
H11 1.81917 1.39131 -3.61257  0.51
C13 2.29826 0.81959 4.34757  -1.40
C14 1.51951 -0.48848 4.42898  0.76
C15 0.03187 -0.28242 4.16188  -1.35
C16 2.11121 -1.57207 3.52443  -1.08
N5 1.91737 -1.27095 2.09288  0.57
C17 0.92296 -1.59712 1.28375  0.03
N6 1.18245 -1.05969 0.10715  0.35
N7 2.35718 -0.35846 0.23719  -0.10
N8 2.78581 -0.49577 1.41612  -0.68
H12 1.88311 1.54219 5.04872  0.42
H13 2.24081 1.26174 3.35043  0.28
H14 3.35059 0.67789 4.59323  0.38
H15 1.63167 -0.89712 5.43730  0.31
H16 -0.13888 0.20086 3.19440  0.23
H17 -0.39577 0.37481 4.91710  0.43
H18 -0.52535 -1.22190 4.19343  0.35
H19 1.64019 -2.53887 3.69845  0.43
H20 3.18638 -1.67507 3.65710  0.37
H21 0.07368 -2.20194 1.55435  0.47

- molar mass (g mol⁻¹) = 423.133
- Kohn-Sham gap (eV) = 8.8
- net charge = +2
- DFT total energy (Eh) = -3098.06083
- HOMO (eV) = -14.073
- multiplicity = 1
- LUMO energy (hartree) = -0.1924